Entry 1:
Below is a 8-piece molecular cluster, H16O8 overall, with properties calculated with wB97M-V/def2-TZVPD.

2S+1	1
energy above the lowest of the compared OMol25 structures with the same formula, charge and spin	221.6	kJ/mol
HOMO-LUMO gap	0.348	hartree
HOMO energy	-10.143	eV
LUMO level	-0.666	eV
DFT total energy	-611.4982	hartree
SMILES	O.O.O.O.O.O.O.O

The geometry in XYZ format:
```
24
Properties=species:S:1:pos:R:3:forces:R:3:mulliken_charge:R:1
O -3.383 0.155 1.318 0.026 0.295 -0.116 -0.643
H -2.908 0.693 0.664 -0.188 -0.607 0.406 0.376
H -2.787 0.101 2.073 -0.001 -0.063 -0.078 0.315
O 2.138 -1.635 -2.391 -0.162 0.226 0.119 -0.625
H 2.388 -1.323 -3.266 0.038 -0.058 0.040 0.295
H 1.376 -1.091 -2.142 0.014 -0.153 -0.078 0.329
O 2.190 0.068 1.552 -0.306 0.640 0.185 -0.642
H 1.445 0.687 1.624 0.134 -0.462 -0.126 0.405
H 2.898 0.470 2.066 0.095 -0.204 -0.103 0.264
O -0.542 -0.311 -0.820 0.205 0.302 0.124 -0.647
H 0.026 -0.512 -0.064 -0.122 -0.038 -0.035 0.309
H -1.030 0.492 -0.570 0.141 -0.494 -0.041 0.359
O -1.707 -2.170 -2.662 -0.049 0.017 0.187 -0.628
H -1.473 -1.720 -1.833 -0.008 -0.063 -0.334 0.391
H -1.580 -1.505 -3.344 0.010 -0.006 0.045 0.279
O -1.889 2.065 -0.003 0.108 0.963 -0.031 -0.720
H -1.164 2.635 -0.294 -0.084 -0.139 -0.059 0.285
H -2.563 2.674 0.331 -0.046 -0.154 -0.197 0.292
O -0.004 1.789 2.145 0.381 0.261 0.167 -0.648
H 0.759 2.240 2.533 -0.265 0.066 0.167 0.306
H -0.696 2.457 2.116 -0.059 -0.143 -0.076 0.286
O 3.069 -2.358 0.483 -0.215 0.042 0.116 -0.642
H 2.854 -2.250 -0.452 0.072 0.014 -0.025 0.356
H 2.583 -1.649 0.935 0.284 -0.244 -0.257 0.345
```
Forces are in eV/Å.



Entry 2:
Below is a 15-piece molecular cluster, C58H144B2F20N9O30S4 overall at a distorted geometry, with properties calculated with wB97M-V/def2-TZVPD.

2S+1	1
energy above the lowest of the compared OMol25 structures with the same formula, charge and spin	0.0	kJ/mol
HOMO-LUMO gap	0.363	hartree
HOMO energy	-14.058	eV
LUMO level	-4.188	eV
DFT total energy	-8685.4803	hartree
charge	+3

The geometry in XYZ format:
```
267
Properties=species:S:1:pos:R:3:forces:R:3:mulliken_charge:R:1
C -14.504 22.450 16.538 0.112 0.626 -0.786 -0.650
O -13.631 23.548 16.350 0.562 -0.054 -0.599 0.294
C -12.440 23.510 17.096 -1.361 0.234 1.168 -0.449
C -11.543 24.580 16.516 0.899 -1.583 -1.564 -0.301
N -11.471 24.351 14.952 0.143 -0.500 0.018 0.713
H -12.412 24.312 14.539 -0.054 -0.039 0.743 -0.287
H -11.062 25.106 14.385 0.305 0.603 0.668 0.277
C -10.711 23.123 14.572 1.180 -0.435 0.936 -0.553
C -10.778 22.762 13.106 0.144 1.116 -1.155 -0.708
O -10.569 24.003 12.373 -0.171 -0.658 0.774 -0.217
C -10.237 23.904 10.990 0.551 -0.272 0.416 -0.920
H -15.096 22.588 17.451 -0.137 -0.121 -0.327 -0.181
H -13.938 21.515 16.587 -0.100 -0.090 -0.033 0.390
H -15.053 22.521 15.582 -0.559 -0.682 0.860 0.234
H -12.050 22.470 17.141 0.189 0.609 -0.177 0.523
H -12.767 23.804 18.125 0.931 -0.159 -0.290 0.108
H -10.524 24.458 16.924 -0.390 0.390 -0.406 0.461
H -11.942 25.554 16.663 -0.232 0.746 0.039 -0.060
H -11.024 22.300 15.227 -0.117 0.122 -0.445 0.298
H -9.662 23.310 14.824 -0.155 0.207 0.078 0.446
H -11.797 22.448 12.905 -0.152 -0.604 -0.407 0.321
H -10.006 21.984 12.817 -0.952 0.761 0.477 0.457
H -9.386 23.245 10.886 0.343 -0.365 -0.078 0.407
H -9.866 24.890 10.688 -0.603 -0.180 -0.055 0.274
H -11.033 23.485 10.362 -0.131 0.452 0.187 0.287
C -23.073 29.295 7.318 0.272 0.185 -0.088 -0.784
O -23.085 29.909 8.618 1.426 -0.792 -0.852 -0.353
C -21.745 30.074 9.194 -1.472 1.238 -0.420 -0.844
C -21.958 29.645 10.609 0.558 0.269 0.884 -0.325
N -23.264 30.124 11.199 0.464 0.276 0.201 0.180
H -23.976 29.780 10.531 0.213 0.216 0.659 0.542
H -23.281 29.611 12.135 -0.462 0.283 -0.941 0.673
C -23.442 31.612 11.441 -0.116 -0.547 -0.498 -0.783
C -22.433 32.049 12.475 0.796 0.594 0.523 -0.474
O -22.373 31.035 13.465 0.154 0.873 0.675 -0.063
C -21.886 31.557 14.723 0.413 0.219 -0.129 -0.903
H -24.063 28.925 7.116 -0.450 0.194 -0.099 0.321
H -22.414 28.432 7.224 0.219 -0.202 0.608 0.259
H -22.730 29.965 6.523 -0.315 0.319 0.218 0.315
H -21.523 31.148 9.103 0.314 -0.283 -0.050 0.410
H -20.961 29.473 8.705 -0.438 0.180 0.162 0.289
H -21.126 29.822 11.319 -0.515 0.111 -0.510 0.289
H -22.113 28.599 10.542 -0.009 -1.167 0.355 0.309
H -24.457 31.761 11.766 -0.391 -0.261 0.559 0.441
H -23.430 32.150 10.492 0.617 -0.100 0.017 0.389
H -22.687 33.023 12.969 -0.107 -0.651 -0.720 0.530
H -21.427 32.181 12.014 -0.437 -0.040 0.187 0.205
H -20.881 32.005 14.647 -0.010 -0.405 -0.375 0.414
H -21.824 30.747 15.447 -0.276 0.051 -0.200 0.010
H -22.479 32.395 15.121 -0.399 -0.521 -0.208 0.394
C -15.037 17.151 23.747 -0.367 0.067 -1.117 -0.754
O -15.116 18.561 23.363 1.039 -1.591 0.688 -0.327
C -14.025 18.928 22.559 0.445 0.637 0.568 -0.561
C -14.042 20.423 22.659 -0.964 0.389 -0.889 -0.638
N -15.419 20.958 22.254 1.985 0.865 -0.879 -0.104
H -15.583 20.727 21.250 0.107 0.497 0.542 0.383
H -16.172 20.486 22.720 -0.465 -0.017 0.984 0.442
C -15.353 22.517 22.306 0.697 -1.695 0.949 -0.919
C -16.500 23.047 21.599 0.305 0.730 -1.689 0.676
O -16.411 22.344 20.363 -1.009 0.743 -0.461 -0.414
C -17.212 22.995 19.337 0.338 -0.899 0.457 -0.902
H -15.547 17.026 24.701 -0.077 -0.067 -0.329 0.249
H -14.035 16.691 23.774 0.079 0.946 0.398 0.325
H -15.478 16.628 22.896 -0.609 -0.377 0.468 0.308
H -14.146 18.646 21.497 0.082 -0.328 0.332 0.313
H -13.027 18.587 22.960 -1.007 0.008 -0.467 0.419
H -13.400 20.851 21.909 0.579 0.277 -0.002 0.479
H -13.830 20.808 23.648 0.074 -0.084 0.144 0.362
H -14.398 22.762 21.830 -0.415 0.030 -0.190 0.263
H -15.304 22.888 23.311 0.021 -0.347 0.819 0.499
H -16.312 24.135 21.520 -0.418 -0.467 -0.361 -0.565
H -17.459 22.889 22.054 -0.595 -0.236 0.504 0.587
H -16.837 24.010 19.295 0.145 0.161 -0.815 0.168
H -18.258 23.049 19.628 -0.177 -0.259 0.032 0.478
H -17.110 22.341 18.451 -0.111 0.871 0.278 0.281
C -17.085 31.718 21.738 0.990 0.161 -0.592 -0.132
O -16.912 33.095 21.416 -0.032 0.703 -0.683 -0.500
C -16.545 33.454 20.065 -1.366 -0.658 0.610 -0.202
C -17.187 34.799 19.775 0.299 -0.351 -2.041 -0.549
N -18.685 34.731 19.914 0.085 -0.161 0.413 0.540
H -19.103 33.915 19.428 0.410 -0.151 0.373 -0.667
H -18.942 34.580 20.904 0.188 0.167 -0.474 0.421
C -19.439 35.857 19.296 -0.760 0.821 -0.459 -0.579
C -19.510 35.727 17.740 -0.433 -0.003 0.427 -0.535
O -18.285 35.657 17.013 -0.714 -0.568 0.858 -0.227
C -17.664 36.855 16.592 0.259 -0.145 -0.041 -0.806
H -17.941 31.312 21.206 0.122 -0.259 -0.238 -0.075
H -17.311 31.720 22.795 0.087 -0.135 0.353 0.263
H -16.129 31.160 21.537 -0.940 0.214 0.157 0.234
H -16.900 32.737 19.331 -0.296 -0.461 0.037 -0.119
H -15.481 33.486 19.959 0.806 0.331 0.031 0.576
H -17.017 35.132 18.697 -0.032 -0.597 1.491 0.240
H -16.729 35.502 20.433 -0.344 0.879 0.624 0.421
H -18.960 36.810 19.538 -0.014 -0.211 0.326 0.396
H -20.516 35.854 19.691 1.681 -0.095 -0.575 0.380
H -20.109 36.598 17.455 0.044 -0.068 -0.307 0.394
H -20.095 34.814 17.532 0.405 0.416 -0.178 0.409
H -18.080 37.170 15.617 0.281 0.135 0.563 0.277
H -16.609 36.593 16.520 0.034 0.077 -0.524 0.281
H -17.668 37.640 17.348 -0.525 0.227 -0.026 0.328
C -17.839 23.651 5.943 -0.625 1.527 -0.551 -0.770
O -18.351 24.255 7.127 0.222 0.009 -0.113 -0.286
C -18.392 25.662 7.153 1.028 -0.847 2.060 -0.931
C -18.388 25.953 8.681 0.733 0.744 -1.295 0.004
N -17.042 25.623 9.382 -0.307 1.558 -0.371 0.711
H -16.317 25.465 8.671 -0.260 -0.014 0.323 0.512
H -16.836 26.552 9.831 0.353 -0.784 0.062 -0.253
C -17.009 24.548 10.427 -2.218 -1.626 -1.475 -0.870
C -16.285 24.807 11.666 1.780 1.418 0.339 0.979
O -14.932 25.121 11.220 -0.937 0.054 1.559 -0.584
C -14.126 25.616 12.302 0.899 1.611 -1.108 -0.503
H -17.866 22.615 6.190 0.512 -0.756 -0.358 0.246
H -16.881 24.093 5.613 0.094 -0.571 0.642 0.321
H -18.488 23.878 5.086 -0.263 -0.352 0.155 0.318
H -19.273 26.068 6.701 -0.711 0.320 -0.325 0.464
H -17.515 26.058 6.671 0.503 0.461 -0.399 0.445
H -19.169 25.350 9.046 -0.644 -0.900 0.938 0.184
H -18.632 26.983 8.954 0.216 -0.181 -0.238 0.061
H -16.587 23.613 10.022 -0.053 0.634 -0.478 0.447
H -18.073 24.308 10.580 0.401 0.115 0.397 -0.111
H -16.270 23.850 12.184 -0.132 0.061 0.545 0.643
H -16.690 25.637 12.292 0.248 -0.563 -0.346 -0.729
H -13.926 24.923 13.117 -0.443 -0.316 -0.051 0.143
H -14.423 26.617 12.719 -0.482 -1.112 -0.296 0.022
H -13.168 25.862 11.817 -0.106 -0.362 0.296 0.414
C -26.221 23.353 12.098 0.106 -0.272 -0.451 -0.631
O -25.825 22.605 13.234 0.559 -0.081 0.543 -0.338
C -25.661 23.365 14.437 0.579 -0.045 -1.390 -0.090
C -24.711 22.636 15.359 0.450 0.201 0.367 -0.920
N -23.351 22.442 14.723 -1.229 1.690 -0.873 0.731
H -23.122 23.361 14.341 0.221 0.202 -0.377 -0.313
H -22.640 22.367 15.433 0.719 -0.683 0.823 0.283
C -23.255 21.409 13.624 0.096 -0.753 2.208 -0.892
C -22.748 22.043 12.381 2.048 -0.757 0.184 -0.526
O -21.425 22.482 12.746 -0.252 0.465 0.128 -0.190
C -20.644 23.002 11.691 0.565 -0.682 -0.339 -0.820
H -26.211 22.646 11.244 0.079 0.430 0.459 0.240
H -25.540 24.205 11.892 -0.374 -0.374 0.206 0.208
H -27.248 23.682 12.227 -0.156 0.357 -0.071 0.301
H -26.623 23.611 14.831 -0.705 -0.282 0.918 0.609
H -25.233 24.326 14.198 0.437 0.502 -0.264 -0.029
H -25.052 21.647 15.585 -0.366 -0.516 0.398 0.596
H -24.509 23.214 16.281 -0.372 -0.340 -0.421 0.313
H -24.218 20.957 13.564 -0.747 0.015 -0.567 0.424
H -22.651 20.634 14.124 0.458 0.237 -0.998 0.497
H -23.387 22.844 12.076 -0.414 0.736 -0.275 0.352
H -22.646 21.310 11.575 -0.288 -0.045 -0.033 0.570
H -19.555 22.992 11.959 -1.009 -0.255 0.191 0.153
H -20.869 24.041 11.429 -0.408 -0.066 -0.016 0.262
H -20.787 22.311 10.837 0.264 0.608 -0.056 0.441
C -16.667 31.170 14.645 0.857 0.318 -0.228 -0.092
O -15.548 31.479 13.787 -0.121 0.126 -0.173 -0.585
C -14.845 30.317 13.401 0.675 0.591 -1.891 0.523
C -13.732 30.753 12.418 -0.812 0.695 0.295 -1.430
N -14.294 31.657 11.357 -1.935 -0.512 -0.542 0.032
H -14.869 32.350 11.865 -0.186 -0.532 -0.085 0.467
H -13.643 32.235 10.840 0.781 -0.198 -0.219 0.559
C -15.110 30.916 10.264 2.537 -1.145 0.671 0.062
C -15.293 31.798 9.086 -0.913 1.836 0.442 -0.727
O -14.049 32.401 8.834 0.022 0.537 0.078 -0.356
C -14.075 33.330 7.743 -0.006 -0.568 -0.416 -0.753
H -17.524 31.832 14.419 0.604 -0.138 0.181 0.188
H -16.256 31.324 15.658 -0.814 -0.346 -0.187 0.386
H -16.945 30.142 14.408 -0.266 -0.018 0.583 -0.353
H -15.560 29.619 12.945 0.375 -0.164 0.128 -0.400
H -14.195 29.842 14.109 -0.377 -0.402 1.275 0.476
H -13.183 29.878 12.068 -0.147 0.388 -0.428 0.445
H -13.068 31.431 12.937 0.435 -0.234 0.416 0.539
H -15.977 30.415 10.663 -0.336 0.286 0.200 -0.232
H -14.376 30.107 9.977 -0.844 0.655 0.229 0.252
H -16.066 32.590 9.273 0.482 -0.390 0.059 0.398
H -15.682 31.248 8.256 -0.040 -0.653 -0.725 0.499
H -13.145 33.902 7.738 -0.168 -0.237 0.093 0.253
H -14.931 34.017 7.754 0.090 -0.137 0.393 0.327
H -14.156 32.718 6.842 0.131 0.324 -0.245 0.295
C -19.330 28.324 21.229 -0.247 -0.740 -1.584 -0.788
O -18.345 27.984 22.181 -0.638 -0.028 -0.510 0.006
C -18.698 28.354 23.454 0.370 2.028 2.110 -0.507
C -17.614 27.805 24.356 -0.333 -0.965 -2.204 -0.780
N -16.279 28.037 23.761 1.580 0.969 1.382 0.982
H -16.035 27.586 22.814 -0.962 0.016 0.729 -0.221
H -16.118 29.091 23.705 -0.002 -1.574 -0.198 0.338
C -15.243 27.581 24.813 -0.259 2.374 -0.150 -0.637
C -13.921 28.242 24.457 0.967 -1.286 1.154 -0.439
O -14.263 29.540 24.179 -0.412 0.943 -0.392 -0.272
C -13.286 30.547 24.151 0.043 1.307 -0.584 -0.799
H -19.024 27.831 20.262 -0.224 0.674 0.934 -0.022
H -19.518 29.403 21.056 0.559 -0.375 0.354 0.202
H -20.275 27.874 21.525 -0.250 -0.009 -0.012 0.576
H -19.655 28.027 23.945 0.308 -0.058 -1.203 0.362
H -18.681 29.489 23.567 -0.221 -0.933 -0.274 0.252
H -17.758 26.730 24.367 0.135 -0.234 0.437 0.306
H -17.628 28.239 25.319 -0.106 0.294 1.031 0.514
H -15.129 26.532 24.872 -0.363 -1.140 -0.125 0.298
H -15.596 28.025 25.782 0.293 -0.645 -0.847 0.435
H -13.407 27.709 23.634 -0.185 0.355 0.168 0.253
H -13.283 28.190 25.389 -0.328 -0.040 -0.881 0.464
H -12.815 30.686 23.158 -0.168 -0.513 0.273 0.251
H -12.474 30.408 24.885 -0.552 0.082 0.001 0.313
H -13.892 31.469 24.300 0.868 -0.420 0.327 0.289
C -17.549 29.853 17.774 0.944 -1.095 -0.760 -1.093
O -18.088 28.709 17.135 -0.262 0.411 -0.342 0.378
C -19.481 28.724 17.018 -0.595 -1.131 0.324 -0.213
C -19.826 27.335 16.477 0.492 0.436 0.385 0.348
N -19.271 27.376 15.085 -0.405 -1.928 -0.516 1.590
H -19.956 27.643 14.361 0.056 0.455 0.576 0.036
H -18.423 27.947 15.099 0.013 0.098 -0.184 -0.364
C -18.881 25.994 14.572 0.669 0.125 0.315 0.330
C -17.612 25.492 15.266 -0.216 0.305 0.029 -0.221
O -16.672 26.552 15.197 0.480 -0.076 0.874 0.665
C -15.528 26.149 15.959 0.452 0.983 0.009 0.208
H -17.899 29.875 18.799 0.050 0.526 0.046 0.363
H -17.731 30.725 17.159 -0.488 0.545 0.375 0.198
H -16.480 29.646 17.700 0.109 0.332 0.463 0.201
H -19.938 29.445 16.305 0.737 0.085 0.117 0.095
H -19.998 28.942 17.957 0.201 -0.185 0.200 -0.380
H -20.906 27.296 16.523 0.059 -0.763 -0.580 0.327
H -19.335 26.434 16.949 -0.715 1.350 -0.011 -0.236
H -18.661 26.183 13.534 -0.035 -0.194 -0.463 -0.253
H -19.747 25.346 14.682 0.174 -0.006 0.033 -0.407
H -17.125 24.672 14.723 -0.756 -0.425 0.033 0.639
H -17.798 25.164 16.321 0.121 0.227 -0.748 -0.170
H -14.922 25.413 15.429 -0.050 0.043 -0.197 -0.230
H -15.844 25.701 16.893 -0.137 -0.129 0.386 -0.057
H -14.886 27.021 16.214 -0.567 -0.459 -0.484 -0.167
C -14.992 27.694 19.647 -0.930 1.137 0.486 0.322
F -14.107 27.907 18.699 0.700 -0.472 0.028 -0.125
F -15.025 28.841 20.417 -0.089 -0.766 -0.429 -0.207
F -16.184 27.586 19.032 0.282 -0.238 0.526 -0.066
S -14.745 26.284 20.839 0.980 -1.972 -1.501 1.119
O -13.478 26.537 21.500 -0.848 0.087 -0.382 -0.855
O -15.941 26.393 21.648 -0.487 0.797 1.116 -1.225
O -14.848 25.046 20.049 0.860 1.344 0.192 -0.476
C -23.695 27.019 15.240 1.021 -0.160 -1.085 0.461
F -24.829 27.681 15.342 -0.581 0.003 -0.712 -0.254
F -22.815 27.684 15.964 0.831 0.861 0.678 -0.253
F -23.838 25.832 15.797 -0.385 -1.024 0.298 -0.133
S -22.916 26.791 13.497 -1.744 0.659 0.298 0.379
O -21.529 26.473 13.708 0.322 -0.379 0.316 -0.906
O -23.746 25.745 12.914 0.608 0.414 0.187 -0.494
O -23.067 28.133 12.942 -0.336 -0.404 -0.067 -0.908
C -11.491 28.631 15.890 -0.794 1.484 -0.138 0.601
F -12.503 29.544 15.997 -0.664 -1.035 0.143 -0.247
F -10.439 29.421 15.925 1.335 -0.388 -0.163 -0.245
F -11.492 27.855 16.964 -0.112 -0.398 0.308 -0.217
S -11.611 27.718 14.283 -0.839 1.055 -0.284 1.233
O -12.705 26.735 14.403 1.193 0.543 0.438 -0.521
O -11.983 28.859 13.451 0.531 -0.951 -0.038 -0.612
O -10.276 27.174 14.127 -0.664 -0.430 0.006 -0.751
C -21.700 31.130 19.935 -1.973 -1.479 -0.929 0.465
F -21.610 29.789 19.706 0.459 0.279 -0.119 -0.201
F -23.031 31.375 19.881 0.732 0.567 -0.760 -0.239
F -21.359 31.356 21.162 0.921 0.332 1.774 -0.218
S -20.562 32.047 18.822 -1.351 0.259 -0.030 1.066
O -20.815 31.644 17.467 -0.267 0.118 0.024 -0.417
O -20.895 33.420 19.185 -0.058 -0.029 -0.402 -0.628
O -19.290 31.643 19.345 1.123 -0.129 0.469 -0.549
B -20.369 23.240 16.414 0.018 0.129 0.145 -0.479
F -19.437 22.871 15.429 -0.533 0.003 -0.222 -0.296
F -19.662 23.606 17.532 0.638 0.520 0.931 -0.138
F -21.191 24.324 16.007 0.052 -0.060 -0.466 0.096
F -21.250 22.201 16.781 -0.309 -0.517 -0.623 -0.432
B -17.853 28.374 11.457 -0.340 -1.246 -1.119 0.252
F -18.485 29.420 10.849 -0.323 1.095 -0.429 -0.320
F -17.698 28.560 12.787 0.203 0.146 1.190 0.469
F -18.616 27.196 11.186 -0.016 -0.177 0.371 -0.458
F -16.597 28.136 10.809 0.328 0.025 -0.043 -0.862
```
Forces are in eV/Å.